The following is a DFT calculation (ωB97M-V/def2-TZVPD) of a structure of composition C47H63BrF4GeMgNO3PSi2Te in a non-equilibrium geometry.

Calculated values
**Multiplicity**: 2
**HOMO energy (alpha / beta)**: -10.74 / -10.72 eV
**Total charge**: +1
**Energy relative to the best compared isomer or geometry (same formula, charge and spin)**: 30.0 kcal per mole

CARTESIAN COORDINATES (ANGSTROEM)
Mg1 0.893 1.260 0.545
C1 -0.635 4.727 0.766
C2 0.534 4.308 1.645
C3 0.031 3.873 3.014
C4 1.524 5.456 1.788
O1 1.194 3.173 1.038
Ge1 2.752 3.245 -0.075
O2 1.600 2.778 -1.499
C5 1.959 3.369 -2.781
C6 2.258 4.868 -2.641
C7 0.776 3.212 -3.732
C8 3.172 2.637 -3.348
O3 2.852 1.368 0.428
C9 3.890 1.013 1.406
C10 3.490 1.569 2.770
C11 5.234 1.591 0.968
C12 4.002 -0.510 1.465
H1 -1.136 5.611 1.169
H2 -0.286 4.952 -0.249
H3 -1.361 3.909 0.722
H4 -0.607 4.648 3.449
H5 -0.540 2.945 2.927
H6 0.875 3.693 3.689
H7 1.065 6.278 2.342
H8 2.414 5.131 2.335
H9 1.838 5.840 0.811
H10 1.502 5.347 -2.008
H11 3.240 5.044 -2.201
H12 2.240 5.355 -3.620
H13 -0.126 3.653 -3.292
H14 0.970 3.712 -4.682
H15 0.595 2.153 -3.949
H16 3.443 3.030 -4.333
H17 4.036 2.761 -2.685
H18 2.964 1.565 -3.442
H19 3.416 2.661 2.743
H20 2.515 1.173 3.077
H21 4.231 1.296 3.524
H22 5.272 2.679 1.071
H23 6.034 1.168 1.580
H24 5.423 1.331 -0.077
H25 4.331 -0.825 2.460
H26 3.039 -0.972 1.255
H27 4.722 -0.887 0.735
F1 5.548 -5.561 -2.014
C13 4.493 -4.899 -1.578
C14 3.474 -5.567 -0.940
F2 3.550 -6.877 -0.769
C15 2.372 -4.869 -0.491
F3 1.417 -5.605 0.073
C16 2.236 -3.496 -0.643
P1 0.775 -2.535 -0.025
C17 0.480 -3.244 1.664
C18 1.047 -2.566 2.743
C19 0.901 -3.031 4.045
C20 0.165 -4.179 4.293
C21 -0.437 -4.846 3.233
C22 -0.288 -4.380 1.933
C23 -0.603 -3.278 -0.993
C24 -1.907 -3.079 -0.525
C25 -2.999 -3.579 -1.221
C26 -2.807 -4.287 -2.404
C27 -1.519 -4.465 -2.893
C28 -0.425 -3.955 -2.198
C29 3.277 -2.849 -1.337
Br1 3.219 -1.021 -1.806
C30 4.389 -3.540 -1.780
F4 5.378 -2.927 -2.422
H28 1.583 -1.646 2.581
H29 1.353 -2.483 4.866
H30 0.052 -4.548 5.306
H31 -1.022 -5.743 3.413
H32 -0.776 -4.915 1.130
H33 -2.062 -2.546 0.409
H34 -4.001 -3.430 -0.833
H35 -3.653 -4.713 -2.931
H36 -1.360 -5.016 -3.815
H37 0.573 -4.105 -2.598
N1 -4.508 -2.512 8.127
C31 -3.912 -2.101 7.231
C32 -3.162 -1.580 6.104
C33 -2.600 -0.306 6.177
C34 -1.880 0.192 5.104
C35 -1.718 -0.575 3.944
C36 -2.284 -1.850 3.884
C37 -3.002 -2.350 4.957
C38 -0.963 -0.068 2.826
C39 -0.359 0.319 1.834
H38 -2.731 0.283 7.074
H39 -1.435 1.178 5.151
H40 -2.144 -2.452 2.992
H41 -3.437 -3.341 4.913
C40 -3.459 2.845 1.418
Si1 -3.711 1.792 -0.074
C41 -5.373 2.112 -0.825
C42 -3.576 0.005 0.395
C43 -2.444 2.274 -1.445
Te1 -0.774 1.031 -1.734
C44 -1.878 -0.454 -2.763
Si2 -1.313 -0.734 -4.576
C45 -1.814 0.789 -5.532
C46 0.530 -0.975 -4.592
C47 -2.170 -2.226 -5.240
H42 -4.319 2.683 2.082
H43 -3.417 3.915 1.182
H44 -2.552 2.564 1.967
H45 -6.125 2.063 -0.026
H46 -5.635 1.358 -1.577
H47 -5.448 3.102 -1.290
H48 -4.269 -0.183 1.227
H49 -2.568 -0.240 0.748
H50 -3.850 -0.669 -0.424
H51 -2.062 3.285 -1.285
H52 -2.962 2.259 -2.412
H53 -2.906 -0.086 -2.749
H54 -1.800 -1.378 -2.171
H55 -2.036 1.645 -4.883
H56 -2.712 0.581 -6.123
H57 -1.026 1.099 -6.226
H58 1.059 -0.254 -3.957
H59 0.934 -0.862 -5.605
H60 0.795 -1.976 -4.231
H61 -3.260 -2.130 -5.157
H62 -1.864 -3.138 -4.720
H63 -1.923 -2.334 -6.304